# 1
The following is a DFT calculation (ωB97M-V with the def2-TZVPD basis set) of a structure of composition C13H39CdN2O8.

Last column: natural (NBO) charge in e.
CARTESIAN COORDINATES (ANGSTROEM)
Cd (1.78, -0.49, 0.98)  1.7561
C (-1.11, 0.64, 2.44)  -0.2297
O (-0.23, -0.14, 1.68)  -1.1116
H (-2.17, 0.41, 2.29)  0.1628
H (-0.88, 0.62, 3.52)  0.1456
H (-0.87, 1.70, 2.29)  0.1396
C (-4.07, -4.39, -4.62)  -0.2604
O (-3.41, -3.16, -4.82)  -0.5219
C (-2.29, -2.97, -4.01)  -0.0816
C (-2.53, -2.97, -2.49)  -0.2729
N (-2.30, -1.73, -1.74)  -0.6652
C (-3.37, -0.77, -2.00)  -0.2452
C (-3.34, 0.41, -1.06)  -0.0660
O (-2.41, 1.34, -1.61)  -0.5482
C (-2.21, 2.48, -0.79)  -0.2502
H (-4.47, -4.77, -5.56)  0.1955
H (-4.92, -4.34, -3.93)  0.1717
H (-3.42, -5.19, -4.27)  0.1654
H (-1.99, -1.94, -4.22)  0.1933
H (-1.39, -3.51, -4.30)  0.1728
H (-1.83, -3.73, -2.11)  0.1958
H (-3.43, -3.42, -2.06)  0.1869
H (-2.29, -1.96, -0.76)  0.3811
H (-4.33, -1.31, -1.89)  0.1700
H (-3.29, -0.37, -3.01)  0.2154
H (-2.92, 0.09, -0.10)  0.1563
H (-4.35, 0.82, -0.95)  0.1812
H (-1.93, 2.18, 0.22)  0.1684
H (-3.11, 3.09, -0.79)  0.1774
H (-1.41, 3.07, -1.23)  0.1812
C (3.27, -1.21, 3.94)  -0.2544
O (2.77, -0.25, 2.97)  -0.6161
C (3.16, 1.06, 3.34)  -0.0724
C (2.53, 2.07, 2.33)  -0.2615
N (2.57, 1.66, 0.90)  -0.7214
C (1.95, 2.65, 0.02)  -0.2958
C (2.39, 4.12, 0.03)  -0.0915
O (3.67, 4.47, -0.46)  -0.5182
C (4.75, 3.88, 0.26)  -0.2474
H (4.35, -1.17, 4.02)  0.1928
H (2.99, -2.22, 3.65)  0.2153
H (2.79, -0.97, 4.89)  0.1962
H (4.24, 1.22, 3.25)  0.1792
H (2.83, 1.34, 4.34)  0.2081
H (3.02, 3.03, 2.51)  0.2122
H (1.51, 2.20, 2.68)  0.2241
H (3.51, 1.45, 0.60)  0.3873
H (0.86, 2.59, 0.01)  0.2401
H (2.03, 2.35, -1.04)  0.2250
H (2.28, 4.49, 1.06)  0.1604
H (1.65, 4.73, -0.48)  0.2227
H (5.66, 4.17, -0.26)  0.2156
H (4.65, 2.80, 0.19)  0.1319
H (4.84, 4.25, 1.29)  0.1746
O (1.32, -2.61, 1.53)  -1.0259
H (1.49, -3.48, 1.15)  0.5110
H (0.43, -2.67, 1.93)  0.5393
O (-1.38, -2.50, 1.08)  -1.0209
H (-2.14, -2.72, 1.64)  0.4852
H (-1.17, -1.55, 1.28)  0.5136
O (0.85, -0.85, -1.00)  -1.0263
H (0.04, -1.37, -0.80)  0.5298
H (0.78, -0.66, -1.95)  0.5238

- HOMO-LUMO gap: 7.74 eV
- Charge: +1
- LUMO: -3.27 eV
- E_tot: -1397.53456 hartree

=====

# 2
The following is a DFT calculation (ωB97M-V with the def2-TZVPD basis set) of a structure of composition C37H30F5IN3O3PV.

Last column: Löwdin spin population.
CARTESIAN COORDINATES (ANGSTROEM)
V (-1.12, 0.55, 0.50)  1.9654
I (0.96, -1.37, 2.12)  -0.0005
C (2.59, -0.04, 2.18)  0.0000
C (3.06, 0.23, 3.44)  0.0000
C (4.28, 0.89, 3.63)  0.0000
C (5.05, 1.19, 2.54)  0.0000
C (4.60, 0.91, 1.23)  0.0000
C (5.46, 1.15, 0.14)  0.0001
C (5.07, 0.87, -1.14)  -0.0003
C (3.75, 0.46, -1.37)  -0.0008
C (2.85, 0.26, -0.35)  -0.0033
P (1.11, 0.17, -0.92)  -0.0052
C (0.91, 1.70, -1.88)  0.0001
C (-0.15, 1.79, -2.78)  -0.0002
C (-0.40, 2.98, -3.46)  0.0004
C (0.39, 4.09, -3.22)  -0.0010
C (1.42, 4.03, -2.29)  0.0005
C (1.68, 2.84, -1.63)  -0.0007
C (1.12, -1.19, -2.13)  0.0005
C (1.10, -2.50, -1.64)  -0.0003
C (1.10, -3.57, -2.52)  0.0001
C (1.11, -3.36, -3.89)  -0.0004
C (1.15, -2.06, -4.38)  0.0001
C (1.16, -0.98, -3.51)  -0.0004
C (3.30, 0.37, 1.01)  -0.0001
H (2.50, -0.12, 4.30)  0.0000
H (4.62, 1.10, 4.63)  0.0000
H (6.03, 1.63, 2.66)  0.0000
H (6.45, 1.54, 0.35)  0.0000
H (5.74, 1.02, -1.97)  0.0000
H (3.42, 0.36, -2.39)  -0.0001
H (-0.79, 0.94, -2.94)  0.0001
H (-1.22, 3.03, -4.16)  0.0000
H (0.19, 5.02, -3.74)  -0.0001
H (2.02, 4.90, -2.09)  0.0001
H (2.49, 2.80, -0.91)  0.0000
H (1.09, -2.68, -0.58)  0.0000
H (1.09, -4.58, -2.13)  0.0000
H (1.11, -4.19, -4.57)  0.0000
H (1.18, -1.88, -5.45)  0.0000
H (1.20, 0.03, -3.91)  0.0000
C (0.01, 2.91, 3.88)  0.0018
C (-0.64, 1.80, 3.11)  0.0206
O (-0.34, 1.71, 1.90)  0.0129
C (-1.56, 0.89, 3.75)  -0.0014
C (-1.70, 0.93, 5.16)  0.0045
C (-2.54, 0.08, 5.83)  -0.0034
C (-3.29, -0.85, 5.10)  0.0049
C (-3.20, -0.90, 3.73)  -0.0042
C (-2.35, -0.04, 3.01)  0.0086
O (-2.35, -0.15, 1.70)  0.0041
H (0.70, 3.43, 3.22)  0.0000
H (0.55, 2.53, 4.74)  0.0009
H (-0.75, 3.60, 4.23)  0.0009
H (-1.13, 1.65, 5.72)  0.0004
H (-2.62, 0.12, 6.90)  -0.0003
H (-3.97, -1.53, 5.61)  0.0003
H (-3.80, -1.59, 3.15)  -0.0001
F (-2.92, 2.67, 1.17)  -0.0056
C (-2.39, 2.20, -0.01)  -0.0362
F (-1.63, 3.23, -0.52)  -0.0082
C (-3.58, 2.00, -0.94)  -0.0017
F (-4.36, 3.08, -1.02)  -0.0011
F (-4.34, 0.98, -0.52)  0.0006
F (-3.16, 1.72, -2.19)  0.0001
C (-2.98, -1.47, -3.33)  0.0004
N (-2.63, -2.36, -2.22)  0.0023
C (-2.81, -3.70, -2.30)  -0.0003
C (-2.44, -4.52, -1.29)  0.0021
C (-1.85, -3.90, -0.16)  0.0008
N (-1.65, -2.59, -0.09)  0.0065
C (-2.02, -1.82, -1.11)  0.0067
O (-1.83, -0.57, -1.12)  0.0288
N (-1.44, -4.64, 0.89)  0.0000
H (-3.65, -2.00, -4.01)  0.0000
H (-2.07, -1.18, -3.87)  0.0001
H (-3.46, -0.58, -2.95)  0.0001
H (-3.28, -4.06, -3.20)  -0.0001
H (-2.60, -5.58, -1.35)  0.0002
H (-1.58, -5.63, 0.91)  0.0000
H (-1.05, -4.18, 1.69)  0.0000

- HOMO-LUMO gap (spin up / spin down): 7.93 / 7.99 eV
- Charge: +1
- LUMO (spin up / spin down): -2.79 / -2.77 eV
- E_tot: -3900.27799 hartree
- Energy relative to the best compared isomer or geometry (same formula, charge and spin): 0.6 kcal per mole
- 2S+1: 3

=====

# 3
The following is a DFT calculation (ωB97M-V with the def2-TZVPD basis set) of a structure of composition C27H50BN3O7PtS3.

Last column: Löwdin spin population.
CARTESIAN COORDINATES (ANGSTROEM)
Pt (-0.28, 0.07, 1.39)  1.4648
B (0.86, 0.21, -0.62)  0.0429
H (1.36, 0.96, 0.19)  0.0135
H (0.90, -0.87, -0.08)  0.0206
H (-0.27, 0.43, -0.95)  0.0016
H (1.64, 0.22, -1.53)  0.0232
C (-2.84, -0.31, -0.96)  0.0054
C (-3.20, 0.53, 0.25)  0.0188
C (-4.29, -0.19, 1.05)  0.0066
O (-2.13, 0.87, 1.08)  0.2195
H (-2.33, -1.23, -0.67)  0.0000
H (-2.12, 0.23, -1.59)  -0.0001
H (-3.72, -0.53, -1.57)  0.0001
H (-3.66, 1.47, -0.09)  0.0026
H (-4.70, 0.45, 1.83)  -0.0001
H (-3.89, -1.02, 1.65)  -0.0001
H (-5.10, -0.56, 0.41)  0.0006
C (-1.11, 5.53, 1.87)  0.0006
C (-1.26, 4.80, 0.52)  -0.0001
C (-0.02, 3.96, 0.27)  -0.0006
S (0.63, 3.55, 1.91)  0.0080
O (1.91, 4.14, 2.07)  0.0062
O (0.44, 2.13, 2.16)  0.0518
C (-0.63, 4.43, 2.80)  0.0025
H (-2.07, 5.91, 2.22)  0.0002
H (-0.39, 6.34, 1.80)  0.0000
H (-1.46, 5.51, -0.29)  0.0000
H (-2.15, 4.17, 0.57)  -0.0001
H (0.77, 4.58, -0.16)  0.0000
H (-0.17, 3.07, -0.33)  -0.0002
H (-0.32, 4.63, 3.82)  0.0000
H (-1.44, 3.70, 2.90)  -0.0001
C (-2.27, -5.13, -0.26)  0.0005
C (-3.30, -4.41, 0.61)  0.0005
C (-2.59, -4.07, 1.91)  0.0035
S (-0.97, -3.50, 1.35)  0.0089
O (0.04, -4.24, 2.08)  0.0024
O (-0.94, -2.06, 1.27)  0.0577
C (-1.11, -4.14, -0.32)  0.0012
H (-2.65, -5.32, -1.26)  0.0001
H (-1.96, -6.08, 0.19)  0.0000
H (-4.25, -4.91, 0.75)  0.0001
H (-3.57, -3.45, 0.16)  0.0000
H (-2.38, -4.92, 2.55)  0.0004
H (-3.08, -3.30, 2.50)  0.0000
H (-0.15, -4.41, -0.76)  0.0000
H (-1.47, -3.31, -0.94)  0.0000
C (2.62, -3.75, 4.21)  0.0003
C (1.54, -3.00, 4.99)  0.0001
C (1.86, -1.52, 4.95)  0.0006
S (2.56, -1.23, 3.33)  0.0041
O (3.76, -0.47, 3.42)  0.0019
O (1.49, -0.82, 2.46)  0.0227
C (2.97, -2.94, 2.95)  0.0011
H (2.30, -4.77, 4.01)  0.0001
H (3.53, -3.81, 4.81)  0.0000
H (1.41, -3.38, 6.00)  0.0000
H (0.57, -3.18, 4.51)  0.0000
H (2.67, -1.31, 5.67)  0.0000
H (1.13, -0.77, 5.25)  0.0000
H (4.03, -2.95, 2.72)  0.0001
H (2.38, -3.27, 2.10)  0.0000
N (1.20, -2.46, -2.28)  0.0008
C (0.09, -2.39, -3.09)  0.0001
C (0.03, -3.55, -3.82)  0.0001
C (1.15, -4.36, -3.43)  0.0003
C (1.84, -3.64, -2.49)  0.0000
H (1.48, -1.72, -1.64)  0.0014
H (-0.52, -1.51, -3.07)  0.0000
H (-0.76, -3.81, -4.50)  0.0000
H (1.36, -5.35, -3.78)  0.0000
H (2.70, -3.92, -1.91)  0.0000
N (0.00, 1.58, -3.30)  0.0011
C (0.57, 1.63, -4.54)  0.0002
C (0.02, 2.70, -5.21)  0.0000
C (-0.98, 3.26, -4.37)  0.0001
C (-0.96, 2.55, -3.20)  0.0001
H (0.25, 0.90, -2.59)  0.0011
H (1.36, 0.97, -4.86)  0.0000
H (0.24, 2.96, -6.23)  0.0000
H (-1.59, 4.09, -4.67)  0.0000
H (-1.52, 2.61, -2.28)  0.0000
N (2.52, 3.50, -2.80)  0.0000
C (2.98, 3.31, -1.53)  0.0000
C (3.62, 4.46, -1.13)  0.0000
C (3.51, 5.40, -2.20)  0.0000
C (2.77, 4.79, -3.19)  0.0000
H (1.93, 2.84, -3.29)  0.0000
H (2.97, 2.34, -1.06)  0.0001
H (4.13, 4.58, -0.19)  0.0000
H (3.92, 6.39, -2.28)  0.0000
H (2.52, 5.10, -4.19)  0.0000

- HOMO-LUMO gap (spin up / spin down): 7.60 / 6.86 eV
- Charge: 0
- LUMO (spin up / spin down): 0.12 / -0.62 eV
- E_tot: -3088.24715 hartree
- Energy relative to the best compared isomer or geometry (same formula, charge and spin): 0.0 kcal per mole
- 2S+1: 3

=====

# 4
The following is a DFT calculation (ωB97M-V with the def2-TZVPD basis set) of a structure of composition C16H33N2O10S2ScSi.

Last column: natural (NBO) charge in e.
CARTESIAN COORDINATES (ANGSTROEM)
Sc (0.56, -0.79, 1.25)  1.5969
N (-1.82, -0.32, 1.07)  -0.8657
C (-2.11, 1.02, 0.57)  -0.2928
C (-0.86, 1.93, 0.63)  0.6531
O (-1.01, 3.16, 0.62)  -0.7311
N (0.25, 1.23, 0.57)  -0.7423
C (1.51, 1.96, 0.60)  -0.3357
C (2.71, 0.99, 0.64)  0.8043
O (3.84, 1.43, 0.46)  -0.6939
O (2.43, -0.24, 0.86)  -0.7844
H (-2.47, -1.00, 0.67)  0.3818
H (-1.90, -0.39, 2.10)  0.4278
H (-2.94, 1.51, 1.11)  0.1783
H (-2.39, 0.95, -0.49)  0.1940
H (1.57, 2.60, 1.49)  0.2044
H (1.60, 2.62, -0.28)  0.1992
C (2.87, -3.60, 0.73)  -0.6103
C (2.17, -4.82, 1.34)  0.2808
C (2.79, -6.11, 0.77)  -0.6275
C (2.31, -4.76, 2.86)  -0.6269
O (0.80, -4.84, 1.05)  -0.9525
Si (-0.07, -4.31, -0.22)  2.2068
S (0.04, -2.31, -0.83)  -0.9082
O (-1.61, -4.84, 0.06)  -0.9658
C (-2.27, -5.23, 1.24)  0.2931
C (-3.75, -5.39, 0.87)  -0.6130
C (-1.70, -6.57, 1.72)  -0.6397
C (-2.12, -4.18, 2.34)  -0.6386
O (0.49, -5.29, -1.43)  -0.9500
C (-0.03, -5.57, -2.71)  0.2844
C (1.15, -5.57, -3.69)  -0.6165
C (-1.05, -4.54, -3.16)  -0.6587
C (-0.69, -6.96, -2.66)  -0.6226
H (3.93, -3.61, 0.99)  0.2011
H (2.41, -2.68, 1.13)  0.2217
H (2.75, -3.60, -0.35)  0.2220
H (3.87, -6.13, 0.93)  0.1890
H (2.58, -6.15, -0.30)  0.2248
H (2.34, -6.97, 1.25)  0.1951
H (3.36, -4.72, 3.15)  0.1888
H (1.85, -5.64, 3.31)  0.1915
H (1.80, -3.88, 3.23)  0.2588
H (-3.86, -6.15, 0.10)  0.1935
H (-4.14, -4.45, 0.49)  0.2088
H (-4.33, -5.68, 1.75)  0.1915
H (-1.84, -7.33, 0.95)  0.1913
H (-2.20, -6.88, 2.64)  0.1907
H (-0.64, -6.44, 1.90)  0.2411
H (-2.52, -3.22, 2.01)  0.2139
H (-1.08, -4.02, 2.57)  0.2607
H (-2.64, -4.48, 3.25)  0.1946
H (1.58, -4.58, -3.71)  0.2204
H (0.82, -5.84, -4.69)  0.1851
H (1.91, -6.28, -3.37)  0.2004
H (-0.61, -3.55, -3.10)  0.2493
H (-1.90, -4.56, -2.49)  0.2266
H (-1.38, -4.75, -4.18)  0.1882
H (0.04, -7.72, -2.40)  0.1987
H (-1.14, -7.20, -3.62)  0.1851
H (-1.46, -6.95, -1.90)  0.2201
O (0.42, -1.98, 4.88)  -0.9986
S (-0.11, -1.40, 3.67)  2.5815
O (0.57, -0.14, 3.25)  -0.9985
O (0.20, -2.29, 2.47)  -1.0330
O (-1.56, -1.17, 3.73)  -1.0329

- HOMO-LUMO gap: 7.26 eV
- Charge: -2
- LUMO: 4.35 eV
- E_tot: -3338.53879 hartree
- Energy relative to the best compared isomer or geometry (same formula, charge and spin): 10.9 kcal per mole

=====

# 5
The following is a DFT calculation (ωB97M-V with the def2-TZVPD basis set) of the molecule C15H19ClN2O2.

Last column: natural (NBO) charge in e.
CARTESIAN COORDINATES (ANGSTROEM)
C (-0.46, 1.54, -4.39)  -0.7133
C (0.53, 1.17, -3.29)  0.5655
O (1.73, 1.16, -3.63)  -0.5442
C (0.12, 0.78, -1.91)  -0.1735
C (-1.08, 1.29, -1.40)  -0.1599
C (-1.55, 0.89, -0.12)  -0.0435
C (-0.76, -0.02, 0.64)  0.0894
C (0.44, -0.51, 0.13)  0.1062
N (1.33, -1.26, 0.92)  -0.5051
C (1.82, -2.55, 0.45)  -0.2306
C (3.33, -2.48, 0.56)  -0.0818
O (3.55, -1.51, 1.63)  -0.5239
C (2.48, -0.59, 1.58)  0.5448
N (2.99, 0.53, 0.85)  -0.8482
Cl (2.13, -0.02, 3.20)  -0.0578
C (0.86, -0.09, -1.15)  -0.1547
C (-1.26, -0.51, 2.00)  -0.4495
C (-2.77, -0.32, 2.14)  -0.3905
C (-3.20, 1.10, 1.81)  -0.3940
C (-2.93, 1.35, 0.33)  -0.4247
H (-1.33, 0.86, -4.43)  0.2250
H (0.01, 1.54, -5.39)  0.2458
H (-0.87, 2.54, -4.23)  0.2317
H (-1.71, 1.98, -1.97)  0.2129
H (1.50, -2.74, -0.57)  0.2089
H (1.43, -3.37, 1.07)  0.1904
H (3.77, -2.06, -0.37)  0.1837
H (3.80, -3.44, 0.83)  0.2042
H (3.87, 0.82, 1.23)  0.3842
H (2.31, 1.25, 0.96)  0.3657
H (1.83, -0.48, -1.50)  0.2405
H (-1.08, -1.57, 2.14)  0.2266
H (-0.76, 0.03, 2.81)  0.2256
H (-3.09, -0.46, 3.18)  0.2091
H (-3.31, -1.06, 1.53)  0.1957
H (-4.26, 1.17, 2.03)  0.2094
H (-2.70, 1.83, 2.45)  0.2003
H (-3.05, 2.41, 0.15)  0.2169
H (-3.68, 0.81, -0.28)  0.2128

- HOMO-LUMO gap: 9.37 eV
- Structure (SMILES): CC(=O)c1cc2c(c(N3CCO[C@]3(N)Cl)c1)CCCC2
- Charge: 0
- LUMO: 0.46 eV
- E_tot: -1303.16359 hartree
- Energy relative to the best compared isomer or geometry (same formula, charge and spin): 0.0 kcal per mole

=====

# 6
The following is a DFT calculation (ωB97M-V with the def2-TZVPD basis set) of the molecule C7H6Cl3NO3.

Last column: natural (NBO) charge in e.
CARTESIAN COORDINATES (ANGSTROEM)
C (-2.38, -1.96, -1.87)  -0.3016
C (-1.17, -1.90, -1.36)  -0.3230
C (-0.58, -0.51, -1.14)  0.7665
O (-0.85, 0.58, -1.61)  -0.5605
O (0.34, -0.65, -0.13)  -0.5425
C (0.98, 0.46, 0.51)  0.4418
C (1.80, -0.19, 1.59)  0.2130
N (2.41, -0.78, 2.36)  -0.2539
O (0.15, 1.50, 0.86)  -0.5090
C (-0.87, 1.09, 1.82)  -0.2625
C (2.15, 1.31, -0.42)  -0.1376
Cl (1.27, 2.57, -1.32)  0.0911
Cl (3.19, 0.16, -1.25)  0.0616
Cl (3.17, 2.08, 0.84)  0.0328
H (-2.87, -2.93, -1.85)  0.2099
H (-2.88, -1.07, -2.43)  0.2383
H (-0.55, -2.66, -0.86)  0.2409
H (-0.52, 1.15, 2.82)  0.1918
H (-0.95, 0.05, 1.77)  0.1855
H (-1.82, 1.67, 1.69)  0.2174

- HOMO-LUMO gap: 10.67 eV
- Structure (SMILES): C=CC(=O)O[C@](C#N)(OC)C(Cl)(Cl)Cl
- Charge: 0
- LUMO: 0.09 eV
- E_tot: -1931.28861 hartree
- Energy relative to the best compared isomer or geometry (same formula, charge and spin): 0.0 kcal per mole

=====

# 7
The following is a DFT calculation (ωB97M-V with the def2-TZVPD basis set) of a structure of composition C3H10NaO5P.

Last column: natural (NBO) charge in e.
CARTESIAN COORDINATES (ANGSTROEM)
Na (-0.42, -4.71, 3.65)  0.9033
O (-2.23, -7.13, 1.63)  -1.2972
H (-1.48, -7.51, 1.13)  0.3941
C (-2.16, -0.14, -0.50)  -0.2601
O (-0.94, 0.26, -1.06)  -0.7886
P (0.34, 0.51, -0.05)  2.5481
O (0.41, -0.42, 1.13)  -1.0886
O (1.60, 0.55, -1.02)  -0.8125
C (1.62, 1.39, -2.17)  -0.2548
O (0.26, 2.08, 0.38)  -0.8216
C (1.22, 2.65, 1.20)  -0.2448
H (-2.34, -1.20, -0.70)  0.1962
H (-2.91, 0.45, -1.02)  0.1881
H (-2.38, 0.07, 0.55)  0.1954
H (2.65, 1.67, -2.38)  0.1962
H (1.06, 2.31, -2.01)  0.1923
H (1.20, 0.80, -2.98)  0.1968
H (0.78, 3.23, 2.01)  0.1926
H (1.89, 3.29, 0.63)  0.1764
H (1.84, 1.85, 1.58)  0.1888

- HOMO-LUMO gap: 4.64 eV
- Charge: 0
- LUMO: -1.53 eV
- E_tot: -1000.13775 hartree
- Energy relative to the best compared isomer or geometry (same formula, charge and spin): 51.8 kcal per mole

=====

# 8
The following is a DFT calculation (ωB97M-V with the def2-TZVPD basis set) of a cluster of 3 separate species, C2H3N5O in total.

Last column: natural (NBO) charge in e.
CARTESIAN COORDINATES (ANGSTROEM)
C (-0.13, -0.40, -0.18)  0.3960
C (-0.60, 0.93, -0.35)  -0.0016
H (2.64, -0.26, 1.71)  0.2701
H (3.18, -0.26, -0.72)  0.3905
H (0.18, 1.87, -0.18)  0.2533
N (2.04, 0.20, -0.03)  -0.6102
N (1.00, -0.98, -0.02)  -0.2591
N (-1.83, 1.17, -0.10)  -0.2366
N (-2.81, 0.12, 0.20)  -0.0669
N (-2.43, -1.13, 0.09)  0.1894
O (-1.24, -1.27, -0.42)  -0.3250

- HOMO-LUMO gap: 8.36 eV
- Charge: 0
- LUMO: -1.74 eV
- E_tot: -426.60983 hartree
- Energy relative to the best compared isomer or geometry (same formula, charge and spin): 281.0 kcal per mole